A structure of composition C25H23B3Br2I3N2O17P2S in a non-equilibrium geometry. Source: OMol25; level of theory: ωB97M-V/def2-TZVPD.

```
78
C25H23B3Br2I3N2O17P2S, DFT ωB97M-V/def2-TZVPD
H 5.803 1.066 -3.306
C 3.475 3.124 -3.367
I 0.003 5.099 -1.884
H 3.464 1.882 -5.342
H 6.683 -1.990 0.027
C 3.719 -1.015 1.413
C -3.041 1.028 2.494
H -0.804 3.596 -5.221
H -2.483 3.075 -4.542
O -3.030 4.652 0.338
H 4.245 -3.227 -2.211
I -1.696 0.360 -3.537
H 3.331 -0.547 2.378
C -1.076 1.554 -0.063
C 1.082 1.032 -1.249
Br 3.498 -0.914 -5.975
O -1.379 1.226 5.462
H 4.156 -4.266 2.256
C -1.553 3.710 -4.348
C -3.449 2.563 -1.234
B -3.526 4.188 -0.920
C -0.655 1.025 1.344
O -1.728 -1.274 4.465
O 5.430 0.841 -4.191
O -5.590 -2.142 3.820
C -4.326 -7.311 5.197
C -2.626 1.898 -0.101
C -4.276 -3.740 2.628
N 5.181 -3.045 -1.821
H -4.938 4.852 -2.175
H -1.218 2.109 5.036
O -3.002 -5.442 5.182
H -3.202 2.498 -2.327
C -0.814 2.067 -2.441
H 4.150 2.468 -2.732
H 1.513 0.398 -4.673
H 2.262 3.228 -5.199
S 1.112 0.743 1.648
C 1.796 0.425 -0.006
C -0.858 3.411 -2.932
P -0.979 0.061 4.244
C 3.073 -0.412 0.073
H 4.861 -0.842 1.471
O -2.291 -7.164 6.439
C -3.100 -6.670 5.690
C -3.539 1.628 1.165
H 0.697 1.896 -4.273
H 0.938 0.173 5.311
C 3.347 -2.587 1.565
H 2.617 3.493 -2.683
P 4.427 -0.579 -3.944
C 1.926 0.782 -2.574
H -4.565 2.240 -1.263
C -5.017 -3.205 3.776
O -4.969 -4.075 4.784
H 3.977 4.072 -3.763
C 2.761 2.371 -4.598
H -3.296 5.582 0.499
H 5.294 -3.752 -1.064
C 3.245 -0.095 -2.554
N -0.176 1.785 -1.208
Br -4.256 0.694 4.045
O 6.412 -1.252 -0.568
B 5.173 -1.678 -1.204
O -4.036 5.127 -1.906
H -1.851 4.823 -4.355
O 4.390 -3.582 1.584
O 0.648 -0.291 4.493
O -3.776 -4.937 2.937
O 2.146 -2.927 1.626
O -4.973 -6.471 4.389
B -4.180 -5.231 4.323
C 3.825 -0.730 -1.229
O -4.706 -8.424 5.468
O -4.130 -3.196 1.559
C 1.633 1.336 -4.003
I -5.680 2.107 1.282
C -1.504 0.727 2.576
```

Results
**Total energy**: -259919.1340 eV
**HOMO-LUMO gap**: 6.798 eV
**Charge**: -1